Entry 1:
The following is a quantum chemistry calculation of a molecular structure, C7H15F6LaN4O5S2 at a distorted geometry, from the Open Molecules 2025 dataset.

The geometry in XYZ format:
```
40
Properties=species:S:1:pos:R:3:forces:R:3
La 1.111 -0.605 -0.185 -1.05 -2.64 -1.13
F 6.073 -0.623 1.872 0.21 -0.04 0.11
C 5.565 -1.021 0.741 -0.32 0.29 0.03
F 5.402 -2.323 0.701 0.09 -0.18 -0.01
F 6.225 -0.582 -0.296 0.19 0.01 -0.03
S 3.833 -0.319 0.620 0.50 -0.05 0.01
O 3.343 -0.570 -0.764 2.03 0.11 -0.16
O 2.923 -1.026 1.528 0.57 0.07 0.17
N 3.990 1.204 0.916 -0.12 0.09 0.03
S 2.699 2.109 0.813 -0.10 0.28 0.67
O 1.459 1.260 0.930 0.93 2.23 1.18
O 2.757 3.301 1.565 0.04 -0.48 -0.21
C 2.528 2.570 -0.968 0.07 0.22 -0.25
F 1.739 3.610 -1.058 -0.05 0.04 -0.06
F 1.901 1.517 -1.608 0.02 0.20 -0.21
F 3.674 2.773 -1.542 0.12 0.03 -0.05
C -4.627 -0.803 -0.369 0.25 -0.07 0.05
N -3.228 -0.962 0.088 -0.42 -0.29 0.03
C -2.969 -2.221 0.801 -0.09 0.16 -0.19
C -2.231 -0.204 -0.335 0.34 -0.07 -0.17
O -1.009 -0.686 -0.351 -3.18 0.26 -0.03
N -2.399 1.051 -0.752 -0.23 0.39 0.03
C -3.480 1.936 -0.263 0.24 -0.14 -0.08
C -1.304 1.751 -1.425 -0.55 -0.10 0.11
H -4.972 -1.782 -0.697 -0.01 -0.01 0.01
H -4.682 -0.130 -1.215 0.04 0.06 -0.03
H -5.274 -0.453 0.432 0.02 0.01 0.04
H -3.811 -2.419 1.457 -0.06 0.03 0.01
H -2.083 -2.141 1.415 0.18 0.07 0.08
H -2.867 -3.053 0.105 0.01 -0.01 -0.06
H -3.994 1.483 0.575 -0.03 -0.06 0.04
H -4.188 2.172 -1.053 -0.03 0.00 -0.05
H -3.016 2.857 0.086 -0.01 0.03 -0.01
H -0.782 1.079 -2.086 0.25 -0.25 -0.26
H -0.635 2.207 -0.703 0.21 0.12 0.17
H -1.715 2.536 -2.052 -0.10 0.07 0.02
N 1.002 -3.092 0.641 0.01 -0.23 0.14
H 1.935 -3.392 0.909 0.17 -0.07 0.02
H 0.646 -3.823 0.031 -0.06 -0.06 -0.12
H 0.461 -3.184 1.496 -0.10 -0.02 0.12
```
Forces are in eV/Å.

As for the net charge: +2. As for the electronic energy: -62521.8798 eV. The relative energy (zero: lowest compared OMol25 entry of this formula, charge and spin) comes out at 0.000 eV. For the frontier orbital gap, the calculation gives 9.3 eV.

---

Entry 2:
The following is a quantum chemistry calculation of 2 unconnected molecules or ions with the total composition C20H16BrFO2S at a distorted geometry, from the Open Molecules 2025 dataset.

The geometry in XYZ format:
```
41
Properties=species:S:1:pos:R:3:forces:R:3
Br 0.352 2.203 0.475 0.25 0.17 0.23
C -0.599 0.688 0.041 0.31 -0.98 -0.53
S -1.840 -0.003 0.988 -0.55 0.21 -0.16
C -3.207 1.172 0.943 0.28 0.38 -0.48
C -3.277 2.205 1.880 -0.40 -0.10 0.14
C -4.369 3.082 1.852 0.06 -0.11 -0.30
C -5.330 2.971 0.838 0.26 -0.15 0.00
C -5.207 1.978 -0.142 0.23 0.09 0.18
C -4.127 1.092 -0.104 -0.26 0.03 0.21
O -2.254 -1.159 0.211 0.15 0.06 0.23
O -1.563 -0.144 2.401 0.41 0.06 -0.33
H -0.356 0.161 -0.877 -0.46 0.56 0.08
H -2.502 2.296 2.641 -0.27 -0.11 -0.12
H -4.480 3.854 2.617 0.15 -0.22 -0.29
H -6.157 3.682 0.790 0.19 -0.27 0.09
H -5.956 1.898 -0.931 0.26 0.03 0.18
H -4.001 0.323 -0.865 -0.08 0.12 0.24
F 4.529 3.153 -2.633 -0.05 -1.26 0.17
C 3.982 1.930 -2.342 -0.57 1.50 0.27
C 3.036 1.438 -3.244 0.28 -0.40 0.14
C 2.305 0.341 -2.849 -0.36 -0.20 0.52
C 2.459 -0.252 -1.555 0.35 0.46 -0.52
C 1.514 -1.241 -1.187 -0.36 0.54 0.15
C 1.502 -2.110 -0.062 -0.42 -0.84 0.97
C 0.841 -3.364 -0.243 0.23 0.85 -0.02
C 0.797 -4.296 0.772 0.22 0.07 0.23
C 1.435 -4.019 1.992 -0.25 0.09 -0.29
C 2.032 -2.772 2.224 -0.09 0.10 -0.31
C 2.020 -1.797 1.224 0.08 -0.50 -0.19
C 3.518 0.229 -0.736 -0.16 0.20 0.07
C 4.221 1.378 -1.082 0.11 -0.29 -0.53
H 2.864 1.899 -4.214 0.19 0.03 0.29
H 1.549 -0.090 -3.507 0.16 0.26 0.13
H 0.721 -1.421 -1.921 0.42 -0.18 0.07
H 0.356 -3.535 -1.205 0.11 -0.12 0.30
H 0.252 -5.227 0.614 0.24 0.21 0.15
H 1.398 -4.768 2.778 0.10 0.17 -0.06
H 2.488 -2.556 3.196 -0.32 -0.04 -0.40
H 2.342 -0.777 1.440 -0.06 -0.41 -0.01
H 3.770 -0.286 0.187 -0.14 0.23 -0.18
H 4.943 1.843 -0.405 -0.23 -0.25 -0.34
```
Forces are in eV/Å.

As for the electronic energy: -108685.3294 eV. For the frontier orbital gap, the calculation gives 4.1 eV.

---

Entry 3:
The following is a quantum chemistry calculation of a molecular structure, C46H45N7O3S2Ti at a distorted geometry, from the Open Molecules 2025 dataset.

The geometry in XYZ format:
```
104
Properties=species:S:1:pos:R:3:forces:R:3
Ti -0.173 -0.427 -0.444 -0.02 0.95 -0.22
C -1.284 1.854 -3.624 -0.10 0.24 0.16
C -2.631 1.861 -2.887 0.21 -0.20 0.03
C -2.618 1.096 -1.543 -0.03 0.01 -0.20
N -1.768 -0.080 -1.635 -1.01 -0.35 -1.11
C -2.161 -1.085 -2.411 0.03 0.44 -0.04
C -3.518 -1.336 -2.684 -0.16 -0.17 -0.04
C -4.162 -2.261 -3.504 0.20 0.16 -0.07
C -3.633 -3.083 -4.473 -0.19 -0.13 -0.11
C -2.270 -3.253 -4.729 0.03 -0.06 0.24
C -1.187 -2.836 -3.997 -0.05 -0.06 -0.20
C -1.062 -1.999 -2.843 0.21 -0.08 0.08
N 0.032 -1.926 -2.132 -0.59 -0.18 -0.38
C 0.943 -3.071 -2.227 0.25 0.14 0.04
C 2.218 -3.017 -1.370 -0.33 0.16 0.07
C 2.052 -2.310 -0.021 0.32 0.13 -0.42
N 1.730 -0.915 -0.293 1.42 -0.11 -0.16
C 2.630 -0.163 -0.919 0.10 -0.21 0.15
C 3.991 -0.530 -0.957 0.09 0.01 0.09
C 5.043 -0.109 -1.741 -0.09 0.05 -0.07
C 5.094 0.929 -2.657 0.15 0.01 0.00
C 4.110 1.885 -2.820 -0.08 -0.04 0.11
C 2.839 1.966 -2.275 0.10 0.15 0.00
C 2.072 1.057 -1.520 -0.23 0.08 -0.08
N 0.764 1.219 -1.288 0.79 0.66 -0.19
C 0.191 2.537 -1.601 0.05 -0.22 -0.30
C -0.226 2.798 -3.057 0.04 -0.32 0.05
H -1.464 2.131 -4.666 0.01 -0.01 -0.03
H -0.877 0.845 -3.625 0.00 -0.09 -0.11
H -3.371 1.392 -3.540 -0.06 0.05 0.00
H -2.950 2.892 -2.704 -0.07 -0.03 -0.01
H -3.648 0.852 -1.268 -0.07 0.00 0.10
H -2.245 1.723 -0.746 0.03 0.01 0.15
H -4.198 -0.746 -2.083 0.01 0.05 0.00
H -5.242 -2.288 -3.392 -0.01 0.05 -0.05
H -4.329 -3.633 -5.097 0.02 0.00 0.02
H -2.024 -3.858 -5.596 -0.01 -0.02 0.01
H -0.239 -3.182 -4.386 0.01 0.05 0.00
H 1.277 -3.226 -3.257 -0.02 -0.03 -0.03
H 0.368 -3.964 -1.950 -0.05 -0.06 -0.04
H 2.988 -2.488 -1.929 0.11 -0.06 -0.01
H 2.567 -4.042 -1.224 0.00 -0.05 -0.02
H 2.943 -2.421 0.596 0.06 0.01 0.09
H 1.237 -2.750 0.535 -0.06 -0.03 0.15
H 4.251 -1.305 -0.250 -0.03 -0.08 -0.06
H 5.962 -0.674 -1.616 0.01 0.01 0.05
H 6.007 1.052 -3.227 0.02 0.04 0.06
H 4.370 2.713 -3.471 -0.03 0.02 -0.02
H 2.325 2.871 -2.553 -0.06 -0.01 -0.05
H 0.900 3.306 -1.294 0.02 0.14 0.08
H -0.676 2.683 -0.970 -0.04 0.02 0.10
H 0.647 2.730 -3.710 0.03 0.11 -0.02
H -0.595 3.828 -3.106 0.03 0.03 0.01
C -1.228 4.553 2.284 -0.09 -0.05 0.01
C -2.308 3.695 2.452 0.04 0.00 -0.01
C -2.210 2.356 2.105 0.09 -0.03 -0.12
C -1.027 1.833 1.552 0.01 -0.18 0.19
C 0.051 2.708 1.406 0.15 -0.06 0.04
C -0.048 4.043 1.761 0.05 0.06 -0.01
N -0.913 0.479 1.162 -0.76 0.18 0.97
C -1.606 -0.397 2.063 -0.07 0.59 0.23
C -2.867 -0.925 1.780 0.02 -0.01 -0.05
C -3.480 -1.815 2.650 -0.06 0.01 -0.04
C -2.860 -2.170 3.842 -0.01 -0.05 0.01
C -1.629 -1.611 4.156 0.03 0.01 0.00
C -1.013 -0.722 3.282 -0.02 -0.11 0.06
H -1.305 5.596 2.565 0.01 0.00 -0.01
H -3.243 4.069 2.855 0.01 -0.01 0.03
H -3.058 1.702 2.259 -0.05 -0.02 0.00
H 0.977 2.315 1.006 0.05 0.04 0.04
H 0.816 4.684 1.627 0.02 -0.05 -0.01
H -3.343 -0.658 0.842 0.01 0.01 -0.02
H -4.449 -2.230 2.394 0.02 0.00 0.02
H -3.327 -2.884 4.511 -0.02 0.04 0.01
H -1.133 -1.878 5.083 -0.01 0.03 -0.01
H -0.041 -0.300 3.509 0.04 -0.01 -0.01
O -0.896 -2.048 0.257 -0.81 -2.35 0.87
N -1.268 -3.271 0.441 0.08 0.23 0.22
C -0.760 -3.966 1.516 -0.09 0.53 -0.33
C -1.074 -5.280 1.695 -0.42 -0.73 -0.30
C -1.939 -5.948 0.809 0.07 0.73 -0.04
C -2.513 -5.184 -0.221 0.12 -0.77 0.53
C -2.196 -3.866 -0.382 0.49 0.51 0.13
H -0.137 -3.392 2.187 0.00 0.08 -0.11
H -0.643 -5.803 2.539 -0.01 0.07 -0.02
H -2.184 -6.992 0.942 0.01 0.05 -0.02
H -3.233 -5.625 -0.900 0.04 0.07 0.00
H -2.628 -3.235 -1.140 0.04 0.10 -0.02
O 5.348 3.537 1.571 0.03 -0.09 0.08
S 3.932 3.269 1.602 0.03 0.18 -0.02
O 3.133 4.023 0.662 -0.11 -0.12 0.05
N 3.618 1.675 1.511 -0.12 0.03 0.20
C 3.052 1.214 2.618 0.13 -0.11 -0.20
S 2.641 -0.386 2.916 0.10 0.05 0.04
C 2.818 2.272 3.659 0.01 0.16 -0.01
C 2.216 2.142 4.898 -0.02 0.04 0.08
C 2.126 3.264 5.712 0.01 -0.02 -0.01
C 2.634 4.493 5.299 -0.02 -0.02 -0.01
C 3.225 4.626 4.049 0.08 0.11 -0.17
C 3.298 3.503 3.250 -0.07 -0.26 -0.05
H 1.831 1.179 5.207 0.03 -0.01 -0.02
H 1.656 3.182 6.685 0.00 0.01 -0.01
H 2.566 5.354 5.953 -0.02 -0.01 0.00
H 3.618 5.577 3.706 -0.03 -0.04 0.04
```
Forces are in eV/Å.

As for the spin multiplicity: 2. As for the net charge: -1. As for the electronic energy: -109792.1502 eV. The relative energy (zero: lowest compared OMol25 entry of this formula, charge and spin) comes out at 1.831 eV. For the frontier orbital gap (alpha / beta), the calculation gives 5.0 / 6.3 eV. The expectation value of S² is 0.7979.